An isolated molecule of C2H5N3O2 in a non-equilibrium geometry, computed with ωB97M-V with the def2-TZVPD basis set.

Values from the calculation:
- total energy (eV) = -10716.4480
- max |F| (eV/Å) = 4.67
- energy above the lowest of the compared OMol25 structures with the same formula, charge and spin (kJ/mol) = 517.38
- gap between HOMO and LUMO (eV) = 9.707
- charge = 0
- SMILES string = NNC(=O)/C=N/O
- HOMO (eV) = -9.86
- LUMO (eV) = -0.2

CARTESIAN COORDINATES (ANGSTROEM)
O 1.373 2.103 0.538
O 1.004 -2.406 -0.144
N 0.236 -1.264 -0.191
N -1.762 0.473 -0.090
N -0.701 1.507 -0.324
C 0.585 1.206 0.159
C 1.000 -0.233 0.001
H -1.832 0.035 -1.020
H 0.355 -3.264 0.067
H -1.237 -0.238 0.686
H -1.050 2.469 0.049
H 2.027 -0.388 0.269

natural (NBO) population analysis, charges in e, atoms 1 to 2:
1 O -0.5688
2 O -0.5502